*one*
{"formula": "HNO2S", "method": "wB97M-V/def2-TZVPD", "charge": 0, "orbital_gap_ev": [8.6, 8.5], "smiles": "N#S(=O)O", "lumo_energy_ev": [-2.551, -2.759], "symbols": ["N", "S", "O", "O", "H"], "xyz": [[-1.5505, 1.2135, 0.1256], [-0.6805, -0.0450, 0.0190], [-0.1115, -1.8626, 0.0128], [0.7802, 0.5895, -0.2223], [1.5623, 0.1046, 0.0650]]}

*two*
{"formula": "HNO2S", "method": "wB97M-V/def2-TZVPD", "charge": 0, "orbital_gap_ev": [5.8, 5.8], "lumo_energy_ev": [-2.926, -2.917], "symbols": ["N", "O", "O", "S", "H"], "xyz": [[0.2079, -0.6905, 0.5689], [1.2928, -0.9029, 0.1070], [-0.1995, 0.9916, -1.3742], [-0.8394, -1.0584, 1.5092], [-0.4619, 1.6601, -0.8109]]}

It comes down to *one*, which is 0.0144 hartree more stable than the next structure.